Formula: C10H20N2O2PPt
Source: the OMol25 dataset
Level of theory: ωB97M-V/def2-TZVPD

Each line ends with the natural charge from an NBO analysis.
CARTESIAN COORDINATES (ANGSTROEM)
O (1.214, -3.241, 2.129)  -0.68
H (-3.245, 2.502, 2.580)  0.22
H (-0.999, 1.040, 1.847)  0.18
H (2.425, -0.993, -1.218)  0.20
N (3.199, 1.734, 0.521)  -0.85
H (-1.613, -1.930, -1.304)  0.20
H (-3.595, -0.113, -2.062)  0.24
P (-0.623, -0.924, -0.919)  0.50
C (-3.453, 0.427, -1.017)  -0.22
H (1.317, -4.103, 1.597)  0.48
H (0.405, -1.756, -1.514)  -0.15
H (3.398, 1.941, -1.686)  0.24
C (2.067, 0.124, -1.271)  0.06
C (3.312, 1.104, -0.849)  -0.24
C (1.209, -2.173, 1.103)  -0.09
H (3.551, 1.018, 1.222)  0.36
C (0.684, 0.416, -0.441)  -0.55
H (-0.820, -3.000, 0.502)  0.27
C (-4.702, 1.310, -0.471)  0.06
H (-0.800, -0.288, -2.220)  0.27
H (1.681, -1.221, 1.626)  0.21
H (4.322, 0.486, -0.879)  0.20
H (0.815, 0.557, 0.712)  0.28
H (-0.967, -1.500, 1.629)  0.28
H (1.842, -2.561, 0.185)  0.20
C (-1.957, 1.070, 1.175)  -0.33
H (3.957, 2.480, 0.536)  0.38
C (-1.992, 0.203, -0.233)  -0.32
H (2.533, 0.041, -3.258)  0.49
C (-3.303, 1.909, 1.540)  0.08
Pt (-1.128, 2.080, 3.539)  0.13
N (-4.610, 2.041, 0.832)  -0.40
H (-5.728, 1.384, -1.059)  0.26
H (0.225, 1.435, -0.859)  0.29
C (-0.390, -1.907, 0.697)  -0.53
O (1.770, 0.407, -2.711)  -0.73

For the largest force on an atom, the calculation gives 7.85 eV/Å. For the HOMO energy, the calculation gives -11.26 eV. The value obtained for the frontier orbital gap is 3.144 eV. The total charge is +1.



Formula: C18H76N2O22Pd
Source: the OMol25 dataset
Level of theory: ωB97M-V/def2-TZVPD

Each line ends with the Löwdin charge.
CARTESIAN COORDINATES (ANGSTROEM)
H (-0.737, 5.847, 4.334)  0.03
C (1.656, -1.784, 2.415)  -0.14
C (2.788, 5.306, -2.694)  -0.05
C (-0.901, -2.459, 0.944)  -0.46
O (-2.750, -3.025, 6.297)  -0.05
N (1.504, 7.373, -3.385)  -0.01
H (6.307, -3.536, 3.223)  0.02
H (-7.739, -5.198, 2.546)  0.02
H (2.706, 4.219, -2.709)  0.08
H (2.625, 5.933, -5.397)  0.09
H (0.228, -1.269, 4.786)  0.09
H (-4.861, 0.558, -5.184)  0.02
C (-1.044, -1.682, -0.368)  -0.04
H (-2.756, -1.729, -6.614)  0.02
O (6.950, -4.381, -2.260)  -0.06
H (3.786, 5.644, -2.972)  0.08
H (-0.052, 7.322, -5.840)  0.06
H (5.646, -8.245, -0.707)  0.03
H (0.177, 5.148, -1.998)  0.12
H (0.907, 10.080, -3.170)  0.07
H (-5.636, 0.105, -3.965)  0.02
H (2.627, -2.963, 0.971)  0.11
H (-3.121, -2.387, 6.907)  0.03
O (6.272, -2.049, 7.049)  -0.05
C (-2.013, -3.534, 1.095)  -0.04
H (-0.250, -0.984, -0.635)  0.07
H (4.880, -7.248, -1.550)  0.03
O (-2.526, -0.826, -6.834)  -0.05
C (0.714, 0.443, 1.726)  -0.03
C (0.363, -0.815, 2.574)  -0.45
O (4.758, -7.977, -0.942)  -0.05
H (7.864, -4.174, -2.451)  0.03
O (6.945, -4.221, 3.022)  -0.05
C (-0.996, 5.677, -3.625)  -0.19
H (1.150, 0.238, 0.749)  0.06
O (-7.346, -4.737, 3.287)  -0.05
H (0.420, -3.947, -0.036)  0.11
H (-1.893, 5.186, -3.247)  0.11
H (-0.254, 9.406, -2.108)  0.08
C (-1.069, 7.251, -3.403)  -0.11
O (0.601, -5.115, 8.341)  -0.05
H (-6.853, -3.633, -2.971)  0.03
H (6.844, -4.169, -1.333)  0.03
C (0.485, -3.318, 0.852)  -0.12
H (0.476, -3.941, 1.747)  0.11
O (-0.452, 6.014, 3.435)  -0.05
O (2.732, 8.111, -3.642)  -0.05
H (-0.814, 8.853, -5.536)  0.08
H (1.030, 8.697, -5.848)  0.09
H (-5.461, -3.249, -3.424)  0.02
O (-2.090, -0.872, 2.552)  -0.04
H (6.121, -1.356, 6.406)  0.02
H (-1.570, -0.810, -6.812)  0.03
O (7.856, 0.474, 3.988)  -0.05
H (-6.684, -1.462, -0.384)  0.01
H (2.748, 5.505, -1.623)  0.08
O (-1.871, -9.433, 1.271)  -0.05
C (0.305, 5.164, -3.080)  -0.17
H (-7.956, -1.549, 0.432)  0.03
H (-4.835, 3.291, -0.975)  0.03
H (-1.994, -1.150, -0.335)  0.09
O (-7.152, -1.039, 0.336)  -0.06
C (0.228, 8.059, -3.860)  -0.44
H (-3.536, 2.570, -0.685)  0.02
H (-0.345, -10.073, -2.838)  0.03
C (1.842, 5.346, -4.916)  -0.05
H (0.355, 4.105, -3.331)  0.12
H (-0.054, -4.555, 7.924)  0.02
C (0.380, -0.487, 4.042)  -0.07
N (-0.867, -1.644, 2.216)  -0.01
O (-0.560, -9.181, -2.567)  -0.05
Pd (-5.992, 1.361, 2.395)  0.04
C (0.019, 9.448, -3.163)  -0.05
H (0.134, -8.641, -2.944)  0.03
H (-1.953, 7.590, -3.943)  0.11
O (-5.592, 0.804, -4.618)  -0.05
H (7.223, -2.152, 7.073)  0.03
H (-1.561, -9.044, 0.453)  0.02
H (-2.799, -4.837, -5.526)  0.03
H (4.054, -7.792, 2.111)  0.02
H (2.523, 6.657, 3.303)  0.01
H (2.091, 4.293, -5.044)  0.10
H (-2.986, -3.044, 1.117)  0.08
O (4.019, -7.549, 3.036)  -0.05
H (-3.530, 2.582, 5.136)  0.02
H (6.437, -5.032, 3.032)  0.03
H (-0.414, 0.248, 4.175)  0.08
H (-1.275, 7.229, -2.333)  0.11
O (-6.216, -2.919, -2.938)  -0.04
H (1.563, -2.511, 3.222)  0.11
O (-4.450, 2.623, -0.407)  -0.06
O (3.478, 6.683, 3.358)  -0.05
C (1.698, -2.399, 1.048)  -0.21
H (-2.546, -2.517, 5.512)  0.02
H (1.384, 1.150, 2.216)  0.08
H (-0.758, 9.990, -3.703)  0.08
C (0.118, 8.304, -5.400)  -0.02
H (0.960, 5.599, -5.504)  0.06
H (0.533, -5.950, 7.878)  0.03
H (1.656, -1.731, 0.186)  0.09
H (1.332, -0.080, 4.382)  0.09
O (-4.228, 3.098, 4.732)  -0.06
H (-6.403, -4.837, 3.160)  0.03
H (-1.004, 5.484, -4.697)  0.09
C (1.632, 5.861, -3.538)  -0.49
H (-4.022, -5.545, -6.067)  0.03
H (-1.860, -10.376, 1.108)  0.03
H (2.577, -1.279, 2.706)  0.12
O (-3.678, -4.675, -5.867)  -0.05
H (-0.152, 1.056, 1.476)  0.08
H (-2.020, -4.279, 0.300)  0.08
H (3.731, 5.783, 3.563)  0.03
H (-1.112, -2.295, -1.267)  0.08
H (7.866, 0.306, 3.046)  0.03
H (-1.924, -3.998, 2.077)  0.08
H (8.778, 0.586, 4.222)  0.03
H (3.217, -7.958, 3.362)  0.03
H (-4.358, 3.834, 5.331)  0.03
H (-0.427, 5.149, 3.026)  0.03

The expectation value of S² is 2.01. For the largest force on an atom, the calculation gives 5.85 eV/Å. The spin multiplicity is 3. For the HOMO energy (spin up / spin down), the calculation gives -6.32 / -6.32 eV. The value obtained for the frontier orbital gap (spin up / spin down) is 5.882 / 5.631 eV. The total charge is 0. The value obtained for the energy above the lowest of the compared OMol25 structures with the same formula, charge and spin is 123.86 kcal per mole.



Formula: C36H42N2O11
Source: the OMol25 dataset
Level of theory: ωB97M-V/def2-TZVPD

Each line ends with the Löwdin charge.
CARTESIAN COORDINATES (ANGSTROEM)
C (20.215, 10.832, 13.663)  0.03
C (24.352, 5.100, 14.649)  -0.03
C (26.334, 3.608, 13.381)  -0.02
H (23.675, 10.219, 11.072)  0.07
O (24.723, 10.903, 13.453)  0.00
H (21.451, 9.799, 10.695)  0.06
H (25.661, 4.408, 11.517)  0.11
H (24.399, 11.606, 8.986)  0.12
C (27.330, 7.946, 11.739)  -0.34
C (23.135, 6.412, 8.241)  -0.31
H (20.592, 8.472, 7.683)  0.12
C (24.878, 11.561, 12.303)  -0.33
H (25.002, 4.316, 16.461)  0.11
H (29.818, 7.366, 18.845)  0.14
O (20.981, 9.624, 9.876)  0.06
C (26.091, 3.509, 14.735)  -0.36
H (26.043, 14.397, 9.160)  0.09
C (25.692, 12.829, 10.079)  -0.35
H (24.507, 9.972, 13.365)  -0.01
O (24.350, 8.412, 13.155)  -0.33
H (25.400, 7.918, 11.896)  0.02
H (23.070, 8.196, 14.132)  -0.01
H (26.994, 9.779, 12.643)  0.10
O (22.363, 8.049, 14.765)  -0.01
C (30.421, 6.444, 16.984)  -0.06
H (28.029, 5.960, 10.957)  0.11
H (26.955, 3.093, 16.432)  0.09
C (27.301, 6.947, 16.516)  -0.02
C (29.492, 6.974, 12.172)  -0.02
H (23.674, 6.791, 12.824)  0.02
C (21.437, 8.053, 8.209)  -0.04
H (21.809, 6.807, 6.602)  0.12
C (26.581, 7.942, 15.957)  0.04
H (31.133, 5.842, 17.548)  0.09
H (20.342, 11.599, 12.913)  0.11
H (29.263, 9.957, 13.759)  0.11
C (26.907, 10.488, 16.219)  -0.02
H (25.825, 10.614, 16.184)  0.11
C (20.291, 8.943, 15.649)  0.01
C (29.382, 6.793, 18.026)  -0.20
H (23.211, 8.241, 11.082)  0.07
H (27.254, 10.785, 15.229)  0.09
H (27.023, 14.000, 11.223)  0.12
H (30.114, 6.100, 12.048)  0.11
H (27.366, 5.871, 16.455)  0.13
C (23.507, 6.877, 9.521)  0.01
C (19.323, 9.992, 15.705)  -0.03
C (24.481, 5.198, 13.241)  -0.29
O (26.887, 2.759, 15.534)  0.02
O (23.559, 5.885, 12.530)  0.03
C (28.189, 6.840, 11.564)  0.04
H (25.298, 8.636, 13.080)  -0.03
C (22.096, 7.081, 7.606)  -0.06
H (27.159, 3.099, 12.905)  0.11
H (24.152, 5.414, 6.875)  0.10
H (26.364, 12.868, 13.282)  0.11
H (24.282, 6.407, 10.107)  0.10
O (23.819, 5.334, 7.772)  0.03
C (21.309, 9.874, 13.698)  0.01
H (20.218, 8.065, 16.273)  0.11
C (28.968, 9.071, 13.215)  -0.01
O (26.030, 13.469, 8.914)  0.02
C (29.844, 8.027, 12.958)  -0.35
C (24.704, 11.866, 9.989)  0.01
O (26.107, 7.869, 11.249)  0.04
N (28.311, 7.390, 17.305)  -0.05
H (23.667, 5.790, 15.120)  0.11
O (18.205, 11.683, 14.597)  0.03
C (26.230, 13.270, 11.290)  -0.04
H (25.814, 7.824, 15.206)  0.13
C (27.736, 8.999, 12.556)  -0.01
H (29.224, 5.812, 18.476)  0.13
H (21.995, 10.033, 12.879)  0.09
H (29.936, 5.822, 16.232)  0.09
C (19.291, 10.854, 14.703)  -0.38
H (30.832, 7.359, 16.556)  0.09
C (25.515, 4.424, 12.587)  0.02
C (22.879, 7.989, 10.086)  -0.02
H (28.421, 9.422, 18.126)  0.16
C (28.082, 8.729, 17.370)  0.03
H (27.167, 11.208, 16.994)  0.11
C (21.837, 8.655, 9.434)  -0.29
O (31.144, 8.158, 13.436)  0.01
H (31.771, 7.435, 13.361)  0.10
C (25.111, 4.261, 15.388)  -0.06
N (27.174, 9.115, 16.375)  -0.06
H (17.616, 11.777, 15.350)  0.10
H (18.415, 9.996, 16.290)  0.12
C (24.251, 11.131, 11.113)  0.03
C (25.767, 12.658, 12.407)  -0.03
C (21.306, 8.999, 14.720)  -0.30

For the largest force on an atom, the calculation gives 6.09 eV/Å. For the HOMO energy, the calculation gives -7.17 eV. The value obtained for the frontier orbital gap is 6.224 eV. The total charge is 0. The value obtained for the energy above the lowest of the compared OMol25 structures with the same formula, charge and spin is 56.91 kcal per mole.